Record 1
Below is CH3BrO2 in the gas phase, with properties calculated with ωB97M-V/def2-TZVPD.

Output
structure (SMILES) = COOBr
LUMO level = -0.28 eV
HOMO = -0.3694 Ha
Kohn-Sham gap = 9.77 eV
electronic energy = -75218.379 eV
relative energy (zero: lowest compared OMol25 entry of this formula, charge and spin) = 435.41 kJ/mol

Positions of all 7 atoms, in Å:
C -0.78914 -0.08519 -0.01892
O 0.17899 0.86636 -0.38389
O 1.21305 0.82285 0.43607
Br 2.40518 -0.47820 -0.01150
H -1.40456 -0.32988 -0.86815
H -1.43231 0.17323 0.80820
H -0.17120 -0.96917 0.03819

Atomic forces in eV per Å
0.51 -1.08 -0.65
-2.31 1.36 -2.37
1.46 0.63 2.29
0.69 -0.72 -0.30
-0.29 0.60 -0.60
0.31 0.08 0.56
-0.37 -0.87 1.07

=====

Record 2
Below is 8 unconnected molecules or ions with the total composition C5H29N2O7S, with properties calculated with ωB97M-V/def2-TZVPD.

Output
net charge = +1
LUMO level = -2.44 eV
HOMO = -0.4102 Ha
Kohn-Sham gap = 8.73 eV
electronic energy = -33794.386 eV
relative energy (zero: lowest compared OMol25 entry of this formula, charge and spin) = 491.94 kJ/mol

Positions of all 44 atoms, in Å:
C -0.07761 -0.20414 -1.76887
N 0.32811 -0.63081 -0.48138
C 1.59362 0.00723 0.12683
C 1.31607 -0.12244 1.59446
C 1.98828 1.06268 2.35403
S 1.98368 0.69440 4.12754
C -1.57795 -0.50686 -1.93486
N -2.22890 0.27303 -0.73734
H 0.24286 0.75665 -2.01361
H 0.38390 -0.78316 -2.54227
H 0.19694 -1.65095 -0.62649
H 1.88828 1.10533 -0.21662
H 2.57373 -0.64117 -0.09527
H 0.23796 -0.20362 1.84835
H 1.94734 -1.03217 2.02559
H 3.13775 1.04963 2.24281
H 1.28576 1.98033 2.09488
H 1.20573 -0.44512 3.96029
H -1.74994 -1.58066 -2.02398
H -1.94872 -0.04790 -2.92031
H -1.85401 1.24053 -0.73420
H -3.26141 0.33106 -0.56613
H -1.71068 -0.11419 0.06151
H -3.55789 -1.10182 1.23375
H -4.86707 -1.40984 0.32734
O -4.03128 -1.02679 0.39276
H -1.00036 3.23861 0.23780
H -2.15322 3.03746 1.42027
O -1.68248 2.44507 0.70692
H -1.36545 -2.27882 2.84488
H -2.16562 -1.43582 4.06403
O -2.01084 -1.58081 3.11645
H 0.72169 -4.35257 -0.14406
H -0.72991 -4.78220 -0.54331
O -0.10334 -3.96790 -0.53841
H 2.51178 1.19640 -1.81208
H 1.34781 2.10277 -2.39031
O 2.28442 1.90609 -2.45568
H 3.58456 -1.55160 -2.81805
H 3.70941 -2.30921 -1.67271
O 3.06505 -2.01064 -2.28648
H -0.42982 4.78979 -1.47713
H 0.88378 4.47352 -0.93631
O 0.08798 4.08063 -1.04467

Atomic forces in eV per Å
-0.91 -1.57 -1.16
0.47 0.55 -0.07
0.82 -2.07 -1.33
2.98 -0.46 2.33
-0.62 0.21 -0.15
-1.22 -0.96 0.36
-0.53 2.80 -1.18
0.95 -0.01 -1.34
-0.29 1.88 0.02
0.54 -0.57 -0.81
1.46 0.42 1.47
-1.55 -2.22 0.72
-2.10 1.44 0.07
0.81 0.10 -0.17
-1.82 1.31 -0.98
-2.03 0.89 -1.03
2.26 -1.28 0.56
0.59 0.98 0.54
-0.42 0.18 0.91
0.38 -0.57 1.56
-0.40 -0.43 -0.17
1.13 -0.83 -0.29
-0.36 -0.06 0.22
-0.83 -0.51 0.23
-1.93 -1.19 0.71
2.19 1.23 -0.36
-2.47 -3.21 1.68
1.23 -1.86 -1.98
1.58 5.40 0.24
-0.86 0.86 1.33
0.69 -0.74 -0.48
0.08 -0.06 -1.10
-1.00 0.57 -0.59
1.53 2.15 -0.06
-0.55 -2.59 0.65
-0.50 0.83 -0.93
0.06 0.00 0.22
0.81 -0.48 0.32
3.28 3.54 -4.45
0.59 -0.88 1.27
-3.87 -2.64 3.15
0.10 -0.65 0.22
4.36 1.69 0.79
-4.61 -1.18 -0.92

=====

Record 3
Below is 2 unconnected molecules or ions with the total composition C2HClN2O2, with properties calculated with ωB97M-V/def2-TZVPD.

Output
structure (SMILES) = N#[N+][O-].O=C=CCl
LUMO level = -0.22 eV
HOMO = -0.3470 Ha
Kohn-Sham gap = 9.22 eV
electronic energy = -21684.278 eV
relative energy (zero: lowest compared OMol25 entry of this formula, charge and spin) = 297.90 kJ/mol

Positions of all 8 atoms, in Å:
C 0.74524 -0.36287 -0.40448
C 0.38035 -1.01117 -1.46211
N -0.22704 1.59401 2.62365
N -0.89224 1.48946 1.74210
O 1.27577 0.17474 0.49013
O -1.56991 1.46969 0.80560
Cl -0.46794 -2.56204 -1.42353
H 0.75577 -0.79183 -2.37136

Atomic forces in eV per Å
1.72 0.51 1.49
-1.82 -2.20 1.57
0.42 -0.21 0.84
1.00 0.70 1.30
-1.10 -0.29 -0.77
-1.47 -0.41 -2.01
0.20 0.82 0.29
1.04 1.08 -2.71

=====

Record 4
Below is C8H6N2 in the gas phase, with properties calculated with ωB97M-V/def2-TZVPD.

Output
structure (SMILES) = C#Cn1c(C)ccc1C#N
LUMO level = 0.60 eV
HOMO = -0.3205 Ha
Kohn-Sham gap = 9.32 eV
electronic energy = -11369.696 eV
relative energy (zero: lowest compared OMol25 entry of this formula, charge and spin) = 299.65 kJ/mol

Positions of all 16 atoms, in Å:
C -2.71259 0.27216 -0.01339
C -0.79661 1.75303 0.27008
C 0.54350 1.68330 0.17697
C -1.34753 0.50655 0.04484
C -0.43734 -1.64142 -0.45729
C 0.85368 0.34249 -0.00846
C -0.61667 -2.78814 -0.68963
C 2.27353 -0.23994 0.26255
N -0.28044 -0.35330 -0.11338
N -3.87278 0.25800 -0.12461
H -1.50688 2.65097 0.31376
H 1.37063 2.43674 0.44734
H -0.81955 -3.82034 -0.92169
H 2.26296 -0.45069 1.31906
H 2.18232 -1.13867 -0.46600
H 2.90377 0.52928 -0.04015

Atomic forces in eV per Å
-2.65 -0.45 -0.73
-4.59 2.25 -0.50
4.06 0.21 0.86
0.94 1.42 0.52
0.37 0.33 0.46
2.96 1.56 1.11
-0.37 -1.76 -0.48
-4.60 -2.00 -2.34
-1.23 -0.74 -0.25
1.61 -0.21 0.34
1.47 -1.35 0.24
-1.76 -1.14 -0.69
0.17 0.54 0.10
0.59 -0.51 0.18
1.42 1.02 1.61
1.60 0.83 -0.43

=====

Record 5
Below is a molecular structure, C41H41Ge3LaN3OS, with properties calculated with ωB97M-V/def2-TZVPD.

Output
net charge = +1
LUMO level = -3.72 eV
HOMO = -0.3090 Ha
Kohn-Sham gap = 4.69 eV
electronic energy = -230936.014 eV
relative energy (zero: lowest compared OMol25 entry of this formula, charge and spin) = 0.00 kJ/mol

Positions of all 91 atoms, in Å:
La -0.49599 -0.48027 1.56901
N -2.78562 -1.51294 -2.71750
C -2.21279 -1.26230 -1.52017
S -1.10798 0.23113 -1.48324
N -2.37662 -2.14399 -0.59400
N -1.88817 -2.03731 0.69306
C -2.27834 -3.02838 1.48145
C -2.46919 -3.06621 2.89832
C -3.34657 -4.06202 3.37639
C -3.55614 -4.20818 4.74623
C -2.96399 -3.25951 5.60148
C -2.05608 -2.33247 5.17646
C -1.65672 -2.29054 3.80754
O -0.56665 -1.63308 3.45621
H -2.58056 -0.87207 -3.50064
H -3.28155 -2.37512 -2.83557
H -2.69536 -3.85287 0.86597
H -3.90997 -4.71480 2.70963
H -4.15034 -5.05486 5.16995
H -3.34030 -3.25508 6.63238
H -1.53945 -1.61368 5.83584
C 2.71165 -2.60146 -3.38918
Ge 3.61601 -2.50202 -1.64824
C 5.52969 -2.05328 -1.89791
C 3.39912 -4.24097 -0.79554
Ge 2.71165 -0.66497 -0.15120
C 3.60160 0.98568 -0.70385
C 4.67555 1.50805 0.02781
C 5.13735 2.77492 -0.26058
C 4.57130 3.51394 -1.33855
C 3.57884 2.92881 -2.11802
C 3.07563 1.68057 -1.78918
C 3.74850 -1.15714 1.43056
C 3.59304 -0.35022 2.55216
C 4.47212 -0.46381 3.65822
C 5.35056 -1.51825 3.70320
C 5.39836 -2.39947 2.61370
C 4.64773 -2.24084 1.48025
H 3.08908 -3.44477 -3.98303
H 2.92083 -1.69860 -3.96899
H 1.62490 -2.63999 -3.28222
H 5.72206 -1.80238 -2.99811
H 6.20090 -2.89382 -1.64078
H 5.72192 -1.19143 -1.27488
H 2.55520 -4.14674 -0.08170
H 4.26762 -4.71408 -0.33225
H 3.11413 -5.02153 -1.58411
H 5.06256 0.91209 0.84499
H 5.82077 3.29493 0.40005
H 4.83006 4.57140 -1.46844
H 3.21721 3.48783 -2.98686
H 2.26056 1.23188 -2.31076
H 2.92977 0.53266 2.52009
H 4.43706 0.28242 4.43877
H 5.97284 -1.61868 4.59335
H 6.02134 -3.26407 2.65728
H 4.89265 -2.84603 0.58898
C -6.99339 0.37660 -2.38680
C -6.38532 -0.19473 -1.26534
C -5.10350 0.19371 -0.86302
C -4.49258 1.28096 -1.53866
C -5.14390 1.90629 -2.61017
C -6.37031 1.39796 -3.06125
Ge -2.73014 1.85835 -1.06730
C -2.07465 1.95502 0.76741
C -0.98017 2.79593 1.04231
C -0.36076 2.74008 2.29395
C -0.94654 1.96579 3.33006
C -2.13264 1.29419 3.09978
C -2.61112 1.17904 1.77285
C -2.04835 3.23979 -2.26090
C -2.06419 4.53111 -1.74616
C -1.35326 5.51481 -2.43410
C -0.86555 5.25776 -3.71072
C -1.01920 3.99034 -4.29487
C -1.55740 2.94892 -3.56931
H -7.94372 -0.00408 -2.71846
H -6.84968 -1.01816 -0.75761
H -4.61854 -0.22890 0.02855
H -4.72125 2.75032 -3.15433
H -6.83096 1.84929 -3.90459
H -0.65839 3.50952 0.28635
H 0.57850 3.28049 2.44363
H -0.46781 1.85881 4.30127
H -2.61162 0.75163 3.85129
H -3.45851 0.52005 1.60252
H -2.58785 4.77705 -0.81579
H -1.36752 6.51001 -1.98997
H -0.34889 6.00529 -4.26848
H -0.64033 3.87546 -5.29227
H -1.46221 1.92522 -3.98369

Atomic forces in eV per Å
4.51 2.12 -0.94
0.59 1.48 -0.58
1.10 -0.14 0.39
-1.15 -1.28 0.02
-0.25 -0.66 -0.69
-1.64 -1.10 0.25
-1.06 0.07 -2.13
1.77 0.12 0.04
-0.38 -0.41 1.41
-0.07 -0.26 -0.56
-1.09 -0.42 0.74
0.99 0.89 -0.80
-0.81 -0.94 1.06
-0.98 -0.45 0.13
-0.38 -0.98 0.82
-0.14 -0.13 -0.18
-0.07 0.33 0.68
0.41 0.22 -0.13
0.38 1.09 -0.56
0.62 -0.03 -0.25
-0.41 -0.63 -0.16
0.14 0.25 -0.31
-0.06 0.81 -0.07
0.09 -0.43 -1.64
-0.99 -1.67 -0.86
-1.11 -1.05 -0.05
0.03 -0.14 -0.03
-0.49 -0.14 -0.34
-0.63 1.31 -0.72
0.21 -0.45 1.08
0.20 0.65 -0.47
0.73 0.21 0.67
-0.32 -0.35 0.12
1.05 0.49 0.67
-1.12 0.18 -0.82
0.03 -0.15 0.02
0.33 -0.35 0.92
-0.01 1.08 -0.47
-0.26 0.07 0.21
0.08 0.03 0.07
0.08 -0.28 0.02
-0.24 -0.17 1.54
-0.33 0.44 0.02
0.39 0.23 0.03
0.57 -0.36 -0.21
-0.04 0.48 0.27
0.05 1.14 0.89
0.19 0.27 0.04
0.29 -0.23 -0.11
0.14 -0.57 -0.16
-0.12 -0.23 0.32
-0.51 -0.09 -0.58
0.15 -0.46 -0.07
-0.02 -0.06 0.19
0.03 -0.27 -0.42
0.67 -0.36 0.15
-0.44 0.32 0.84
0.30 -0.44 0.58
0.92 -0.19 -0.09
-0.52 1.09 -0.27
-0.39 -0.44 0.43
-0.18 -0.59 -0.15
0.74 0.45 0.65
0.84 -0.30 -1.23
-0.28 1.09 -0.30
-0.12 -0.11 0.47
-0.01 -0.39 0.00
0.46 0.44 -0.12
0.54 0.29 -1.79
-1.05 0.59 1.41
-0.43 -0.76 -0.11
0.66 -0.03 -0.51
-0.98 0.54 -0.10
-0.32 -0.73 0.50
0.24 0.87 0.48
0.21 -0.16 0.97
-0.20 -0.01 -0.06
-0.31 -0.16 0.19
-0.35 -0.12 -0.63
0.16 -0.19 0.27
-0.36 0.29 -0.61
0.30 -0.33 0.10
-0.41 -0.14 0.13
-0.08 0.36 -0.13
-0.61 -0.79 1.22
-0.03 0.17 -0.06
0.35 -0.13 -0.22
0.42 -0.11 -0.32
0.18 0.53 -0.21
0.06 -0.34 -0.29
-0.44 0.68 0.51

=====

Record 6
Below is C5H7F in the gas phase, with properties calculated with ωB97M-V/def2-TZVPD.

Output
structure (SMILES) = CCC1=C[C@H]1F
LUMO level = 0.98 eV
HOMO = -0.3020 Ha
Kohn-Sham gap = 9.20 eV
electronic energy = -8011.916 eV
relative energy (zero: lowest compared OMol25 entry of this formula, charge and spin) = 317.95 kJ/mol

Positions of all 13 atoms, in Å:
C -1.30503 1.33647 0.32941
C -0.37865 0.63497 -0.22947
C -1.80325 -0.10195 0.62592
C 1.60086 -0.56400 0.17838
C 0.75638 0.04498 -0.86315
F -2.73227 -0.65514 -0.19498
H -1.77616 2.34701 0.43800
H -1.27106 -0.76574 1.24591
H 2.42119 -1.10913 -0.34079
H 0.93130 -1.32594 0.80502
H 2.03356 0.09792 0.95877
H 0.32637 -0.73919 -1.45019
H 1.19677 0.79975 -1.50285

Atomic forces in eV per Å
-1.30 -0.56 0.35
-3.92 -0.29 1.89
3.06 3.39 -2.30
0.80 -2.49 2.09
-0.71 1.05 -0.40
-0.08 -0.13 -0.07
0.72 -1.02 -0.03
-0.23 -0.70 1.09
-0.39 0.13 0.76
1.57 1.35 -1.46
-0.29 -0.06 -0.81
0.07 -0.55 -0.86
0.71 -0.11 -0.25

=====

Among the records above, which one has the highest Kohn-Sham gap? CH3BrO2